<A>
C5H14N2O | ωB97M-V/def2-TZVPD

Last columns: bonded neighbours and bond lengths (Å).
Geometry (Å):
1 C -1.28649 -0.28934 -0.92689  C2 1.515, O3 1.439, H5 1.096
2 C -1.15854 -0.36475 -2.43446  C1 1.515, H7 1.093, H8 1.093, H9 1.103
3 O -1.70623 -1.53363 -0.33753  C1 1.439, H4 0.968
4 H -2.57667 -1.79004 -0.67556  O3 0.968
5 H -2.00101 0.49600 -0.65531  C1 1.096
6 H -0.19967 0.48752 0.14126  C11 1.285
7 H -0.83653 0.59920 -2.83623  C2 1.093
8 H -0.42903 -1.11934 -2.74126  C2 1.093
9 H -2.11217 -0.61936 -2.92611  C2 1.103
10 C 0.87854 1.94979 1.66942  C11 1.519, H20 1.092, H21 1.093, H22 1.090
11 C 0.63304 0.55626 1.11748  H6 1.285, C10 1.519, N12 1.465, C14 1.431
12 N -0.11424 -0.27489 2.06382  C11 1.465, H15 1.013, H16 1.014
13 N 1.44089 -1.15785 -0.26881  C14 1.335, H17 1.011, H18 1.062
14 C 1.72377 -0.04356 0.41061  C11 1.431, N13 1.335, H19 1.087
15 H 0.50105 -0.73868 2.72095  N12 1.013
16 H -0.68185 -0.96783 1.58773  N12 1.014
17 H 2.08139 -1.43872 -0.99843  N13 1.011
18 H 0.41379 -1.16901 -0.53755  N13 1.062
19 H 2.63388 0.50171 0.17478  C14 1.087
20 H 1.47025 2.55972 0.98382  C10 1.092
21 H 1.40240 1.91052 2.62778  C10 1.093
22 H -0.07654 2.44628 1.84048  C10 1.090

Output
* frontier orbital gap (alpha / beta): 0.267 / 0.267 hartree
* LUMO level (alpha / beta): 0.425 / 0.425 eV

Atomic partial charges in e from the natural (NBO) method, atoms 1 to 2:
1. C -0.1860
2. C -0.6535

---

<B>
C5H14N2O | ωB97M-V/def2-TZVPD

Last columns: bonded neighbours and bond lengths (Å).
Geometry (Å):
1 C -0.94113 -0.59938 -0.01507  C4 1.513, C5 1.836, N7 1.390, O8 1.376
2 C 1.74091 1.51154 0.51152  N6 1.437, H11 1.096, H12 1.099, H16 1.101
3 C 2.06119 -0.19626 -1.24525  N6 1.435, H13 1.101, H14 1.099, H15 1.094
4 C -0.60438 -0.97553 1.41069  C1 1.513, H17 1.091, H18 1.094, H22 1.091
5 C -2.70213 -0.07979 -0.02787  C1 1.836, H19 1.090, H20 1.090, H21 1.091
6 N 1.17666 0.56782 -0.41335  C2 1.437, C3 1.435, N7 1.699
7 N -0.50662 0.56354 -0.64054  C1 1.390, N6 1.699, H10 1.018
8 O -0.83334 -1.69970 -0.83458  C1 1.376, H9 0.971
9 H -0.61933 -1.33053 -1.70718  O8 0.971
10 H -0.81288 1.40032 -0.14832  N7 1.018
11 H 0.98386 2.03500 1.10634  C2 1.096
12 H 2.41420 1.02012 1.22742  C2 1.099
13 H 2.65424 0.47834 -1.88157  C3 1.101
14 H 2.77343 -0.77851 -0.64441  C3 1.099
15 H 1.54246 -0.88508 -1.91858  C3 1.094
16 H 2.31563 2.28776 -0.01701  C2 1.101
17 H -0.64361 -0.10668 2.06877  C4 1.091
18 H -1.29377 -1.74688 1.76693  C4 1.094
19 H -3.22075 -1.02503 0.13315  C5 1.090
20 H -3.01847 0.34174 -0.98146  C5 1.090
21 H -2.86556 0.61892 0.79357  C5 1.091
22 H 0.39941 -1.40172 1.45678  C4 1.091

Output
* frontier orbital gap: 0.319 hartree
* LUMO level: 0.852 eV

Atomic partial charges in e from the natural (NBO) method, atoms 1 to 2:
1. C 0.4607
2. C -0.4135

---

<C>
C5H14N2O | ωB97M-V/def2-TZVPD

Last columns: bonded neighbours and bond lengths (Å).
Geometry (Å):
1 C -1.08202 1.59423 -0.10371  O4 1.400, H8 1.088, H9 1.094, N15 1.670
2 C -0.79327 -0.45692 -2.04302  N3 1.386, H10 1.082, H11 1.082
3 N 0.45197 -0.87026 -1.59509  C2 1.386, H6 1.015, H7 1.012
4 O -1.46225 2.45203 0.93473  C1 1.400, H5 0.968
5 H -0.69267 2.55704 1.51263  O4 0.968
6 H 0.50466 -1.83158 -1.27358  N3 1.015
7 H 1.22550 -0.63954 -2.20503  N3 1.012
8 H -2.02243 1.26684 -0.54220  C1 1.088
9 H -0.40601 2.07509 -0.81694  C1 1.094
10 H -1.65009 -0.94344 -1.59583  C2 1.082
11 H -0.81494 0.37878 -2.72964  C2 1.082
12 C -0.90273 -0.47035 1.43679  N15 1.455, H17 1.090, H18 1.089, H19 1.094
13 C 1.93629 -0.93048 0.76539  C14 1.503, H20 1.090, H21 1.092, H22 1.095
14 C 1.06114 0.11880 0.13982  C13 1.503, N15 1.358, H16 1.087
15 N -0.10907 0.50751 0.70889  C1 1.670, C12 1.455, C14 1.358
16 H 1.59903 0.94526 -0.31779  C14 1.087
17 H -1.76373 0.03931 1.86842  C12 1.090
18 H -0.32773 -0.89319 2.25982  C12 1.089
19 H -1.26318 -1.29404 0.81324  C12 1.094
20 H 1.40653 -1.87413 0.89542  C13 1.090
21 H 2.81026 -1.11344 0.13620  C13 1.092
22 H 2.29476 -0.61752 1.75148  C13 1.095

Output
* frontier orbital gap (alpha / beta): 0.220 / 0.219 hartree
* LUMO level (alpha / beta): 0.780 / 0.781 eV

Atomic partial charges in e from the natural (NBO) method, atoms 1 to 2:
1. C 0.1184
2. C -0.6144

---

Relative energy table, unit kJ/mol: <A> 43.8; <B> 0.0; <C> 136.2